[1]
80
Properties=species:S:1:pos:R:3:forces:R:3 method="wB97M-V/def2-TZVPD" e_tot_ev=-112035.6449 homo_energy_ev=-3.922 orbital_gap_ha=0.2265 charge=-1 lumo_energy_ev=2.24
Zn -1.767488 -7.648845 20.917765 -0.45 0.28 0.06
C 1.977062 -7.431951 24.790526 0.57 0.16 -0.05
C 1.013617 -8.538178 25.134582 -0.22 -0.31 0.29
N -0.368762 -8.128363 25.093932 -0.44 0.41 0.32
C -1.085144 -8.068429 23.934503 -0.51 -0.22 -0.13
S -0.474750 -8.894323 22.559001 0.17 -0.08 -0.31
N -2.260858 -7.471203 24.063633 0.66 -0.04 0.83
N -2.932483 -7.306130 22.926359 -1.27 0.03 -0.40
C -4.217070 -7.148657 22.983317 0.30 -0.38 0.46
C -5.106927 -7.284735 24.232445 0.39 0.83 -1.26
C -4.878290 -6.917161 21.685688 -0.23 -0.03 -0.18
C -6.256152 -7.079913 21.495576 0.24 0.42 -0.24
C -6.807214 -6.817078 20.254828 0.31 0.18 -0.37
C -5.996598 -6.396530 19.205886 0.19 -0.13 0.42
C -4.637478 -6.290743 19.493270 0.14 0.14 -0.48
N -4.093806 -6.539639 20.673529 -0.33 0.13 -0.18
H 3.019431 -7.757031 24.934722 -0.24 0.08 -0.07
H 1.807670 -6.551032 25.412494 -0.01 -0.02 0.12
H 1.841831 -7.128775 23.761532 -0.01 0.08 -0.34
H 1.253370 -8.923947 26.125497 -0.19 -0.05 0.20
H 1.082517 -9.378177 24.438713 0.26 0.17 0.08
H -0.770977 -7.503276 25.792738 0.46 -0.34 -0.13
H -4.512695 -7.316356 25.129024 0.20 -0.21 0.22
H -5.747845 -8.156744 24.119737 0.08 -0.21 0.17
H -5.767058 -6.405284 24.268210 0.08 -0.17 0.11
H -6.912998 -7.348953 22.293749 -0.13 -0.26 0.44
H -7.863689 -6.921594 20.098267 -0.40 -0.09 0.03
H -6.383977 -6.153140 18.217242 0.09 -0.11 0.27
H -3.943682 -5.976939 18.712050 0.00 -0.05 0.16
C -4.605793 -13.037758 15.816720 -0.51 -0.07 -0.66
C -3.244859 -13.247235 16.452305 -0.23 -0.29 0.02
C -2.198605 -13.878717 15.538733 -0.34 0.13 0.00
C -1.800992 -12.913436 14.434855 0.31 0.08 -0.03
C -1.437428 -11.564886 15.005193 0.03 0.08 0.15
C -0.602673 -10.711192 14.332576 0.18 0.68 0.18
C -0.247832 -9.484658 14.913603 0.04 -0.04 -0.59
F 0.558867 -8.682193 14.149484 -0.25 -0.15 0.50
C -0.693684 -9.081296 16.149052 0.66 0.23 -0.80
C -1.531834 -9.930515 16.845823 -0.28 -0.49 -0.01
C -1.966617 -9.516555 18.202914 -0.21 -0.59 0.39
O -1.490876 -8.493847 18.690956 -0.06 0.06 0.06
C -2.904082 -10.434512 18.838173 0.23 -0.07 -0.64
C -3.245065 -11.571169 18.179901 0.40 -0.05 -0.15
N -2.746161 -11.989293 16.983024 -0.08 0.45 0.61
C -1.901523 -11.153372 16.267174 -0.42 -0.45 0.35
C -3.574852 -10.245409 20.178396 -0.36 0.62 0.51
O -4.366023 -11.133599 20.544101 0.35 0.33 -0.08
O -3.314513 -9.155886 20.772095 0.08 -0.43 -0.10
H -5.021396 -13.980651 15.461344 0.09 -0.19 -0.04
H -4.590425 -12.360710 14.951498 0.19 -0.04 0.25
H -5.337490 -12.645717 16.522009 0.17 0.14 0.16
H -3.387852 -13.913917 17.311576 0.10 0.13 -0.08
H -2.597468 -14.805277 15.122483 0.02 0.00 0.03
H -1.344118 -14.126882 16.159854 0.27 -0.07 0.02
H -2.609103 -12.823293 13.709478 -0.15 0.08 -0.04
H -0.934529 -13.281616 13.874489 -0.13 -0.08 0.09
H -0.231639 -10.966800 13.348075 0.11 0.05 0.02
H -0.409883 -8.147648 16.616392 0.05 0.03 -0.11
H -3.948959 -12.234250 18.671661 0.05 0.02 0.01
C -1.527374 -2.206491 20.047119 -0.53 0.16 -1.10
C -0.655075 -3.447009 20.102072 0.35 -0.22 0.18
C 0.429802 -3.366065 19.016811 -0.35 0.48 0.31
O -1.429861 -4.635397 19.839602 -0.18 0.18 0.08
B -0.965614 -5.697078 20.639694 0.45 0.12 -0.11
O 0.065320 -5.174557 21.467413 -0.27 -0.28 0.01
C -0.075482 -3.759893 21.503349 -0.02 0.51 0.04
C -1.047894 -3.421278 22.646088 -0.44 -0.41 -0.51
C 1.265667 -3.082732 21.747885 -0.35 0.48 0.58
H -1.842241 -2.059893 18.986092 -0.07 -0.19 0.71
H -1.019001 -1.272633 20.299456 0.31 -0.21 0.25
H -2.412022 -2.293696 20.678234 0.02 -0.08 -0.11
H -0.076320 -3.346781 18.060794 -0.09 -0.11 -0.32
H 1.093100 -4.215831 19.054460 0.17 -0.33 0.03
H 1.016584 -2.446390 19.096794 -0.01 -0.04 0.06
H -2.042577 -3.871880 22.458731 0.45 0.23 0.01
H -1.159505 -2.348216 22.770260 -0.02 0.20 0.08
H -0.678976 -3.863217 23.564940 0.16 -0.03 0.17
H 2.000819 -3.417660 21.043888 0.43 -0.17 -0.35
H 1.615094 -3.315551 22.753186 0.05 -0.12 0.06
H 1.188697 -1.977329 21.696597 -0.09 -0.50 -0.12


[2]
102
Properties=species:S:1:pos:R:3:forces:R:3 method="wB97M-V/def2-TZVPD" e_tot_ev=-319623.2038 homo_energy_ev=-0.648 orbital_gap_ha=0.1206 charge=-2 lumo_energy_ev=2.63
C 1.003933 2.138632 3.951987 -0.14 -0.46 0.89
C -0.332089 1.240499 3.672232 -0.97 0.80 -3.27
Br -0.884484 0.061530 5.222988 0.52 0.83 -1.00
C -1.047889 1.260271 2.400323 1.96 -0.27 5.10
Br -2.657718 0.037013 2.266954 1.09 0.85 0.14
Nb -0.400258 2.618618 0.625110 -0.95 -2.06 -0.84
Br -1.251254 0.811049 -1.152113 7.62 12.33 2.07
C -2.456666 3.585624 0.456742 -1.42 0.50 0.11
C -2.715391 4.839362 1.449773 -1.09 -1.01 0.25
O -3.248290 6.017206 0.729657 0.64 -0.51 -0.16
C 0.492375 3.958358 -1.047226 0.62 1.26 1.16
C 1.603317 4.924688 -0.321611 1.71 -1.86 -1.23
C 2.864930 5.106005 -1.326912 0.10 -0.59 0.03
I 0.745604 6.859124 0.329459 0.23 -0.70 -0.29
C 1.594934 1.515006 0.640677 3.89 -4.26 0.58
O 2.744840 1.975134 0.242589 -3.11 -0.48 0.85
O 1.579667 0.165095 1.142802 -0.53 4.58 -1.88
H 1.925372 1.755513 3.356193 -1.91 0.64 0.63
H 1.328821 2.092899 5.076239 -0.92 -0.15 -1.93
H 0.770156 3.244362 3.738211 0.42 -1.84 0.02
H 0.163244 3.903314 1.789727 0.13 0.21 -0.52
H -2.634750 3.945316 -0.630379 0.23 -0.55 1.55
H -3.276680 2.782896 0.679448 1.33 1.38 -0.51
H -3.579810 4.515352 2.168394 1.61 0.77 -1.28
H -1.828459 5.118500 2.128746 -1.14 -0.19 -1.39
H -2.895516 6.039772 -0.191683 -0.08 -0.36 1.30
H 1.022428 3.272387 -1.807254 -0.82 1.31 1.07
H -0.325223 4.636345 -1.494181 1.27 -1.16 0.31
H 2.035412 4.450878 0.650909 -1.02 0.97 -1.79
H 3.754588 5.687924 -0.869142 -1.56 -0.79 -0.72
H 2.559303 5.556985 -2.342393 0.36 -0.44 1.67
H 3.242727 4.022399 -1.560126 -0.77 1.84 0.67
C 1.729423 -3.595675 0.107761 -0.99 -0.02 0.82
C 2.922388 -2.706932 -0.000138 0.16 0.96 0.63
O 3.676466 -3.296378 -1.043065 -0.72 -0.50 -0.76
C 2.760938 -3.899979 -1.848903 0.28 -0.44 -1.18
O 2.989451 -4.271950 -2.972701 -0.28 0.24 1.16
O 1.549081 -4.026587 -1.233379 0.83 -0.02 -0.72
F 3.659336 -2.745473 1.135453 0.27 -0.07 0.15
H 1.906396 -4.465949 0.747843 0.23 0.10 -0.01
H 0.847806 -3.064950 0.472902 0.10 0.05 -0.23
H 2.687167 -1.668097 -0.256436 0.02 0.11 0.39
C 5.763305 7.433057 -4.082668 0.26 -0.94 -0.34
C 6.163435 8.805187 -3.646522 -0.17 0.53 -0.19
O 5.000296 9.300794 -3.021917 0.55 -0.45 0.01
C 4.360633 8.199858 -2.526743 -2.24 -0.49 1.80
O 3.486055 8.240202 -1.707555 1.42 0.20 -1.36
O 4.845889 7.047008 -3.074425 0.07 0.69 0.12
F 6.445779 9.591833 -4.714583 0.27 0.29 -0.15
H 5.258594 7.429113 -5.053699 0.10 0.26 0.04
H 6.610910 6.745948 -4.125136 -0.19 -0.04 0.15
H 6.998253 8.826085 -2.939043 0.03 0.14 -0.16
C -3.207652 -2.879284 -3.800018 -0.06 0.03 -1.05
C -3.823173 -3.401189 -2.542790 0.24 -0.42 0.43
O -3.065058 -2.781133 -1.527899 -0.28 0.17 -0.56
C -2.647033 -1.598535 -2.063805 0.57 1.26 0.73
O -2.204119 -0.673676 -1.413601 -7.52 -11.74 -2.49
O -2.792378 -1.578282 -3.419948 0.04 0.00 0.73
F -3.659256 -4.742798 -2.442466 -0.21 -0.36 0.07
H -2.336059 -3.460516 -4.116529 -0.09 -0.13 0.23
H -3.919774 -2.837807 -4.625692 0.14 0.23 0.15
H -4.880440 -3.146205 -2.420334 0.03 -0.19 0.05
C 4.332708 -4.881428 4.627763 0.88 -0.58 -0.44
C 3.129760 -4.110934 4.193302 -0.56 0.02 -0.67
O 2.473422 -3.817118 5.409418 0.89 0.10 0.38
C 3.462133 -3.750760 6.343827 -0.32 0.75 1.69
O 3.329633 -3.260884 7.434301 0.24 -0.75 -1.25
O 4.626073 -4.302220 5.889037 -0.58 0.40 0.33
F 2.309523 -4.878556 3.438327 -0.30 0.14 -0.05
H 4.127262 -5.948202 4.757235 -0.21 0.13 -0.12
H 5.171213 -4.767157 3.938290 -0.05 0.08 0.21
H 3.358941 -3.180674 3.664625 -0.19 -0.11 -0.09
C -6.677526 3.127813 5.069267 -0.91 -0.22 0.43
C -5.491742 4.030448 4.958421 0.82 -0.04 0.21
O -4.740004 3.453957 3.914129 -1.00 0.08 0.08
C -5.652221 2.841817 3.107914 0.83 -0.95 -2.43
O -5.426002 2.477879 1.987548 -0.61 0.49 1.71
O -6.861443 2.699644 3.731178 0.29 0.19 -0.07
F -4.749763 3.997005 6.090909 0.07 0.23 0.20
H -6.487972 2.258346 5.706100 0.24 0.17 0.02
H -7.563590 3.647732 5.439907 0.00 -0.07 -0.22
H -5.737557 5.066759 4.705895 0.15 0.00 0.13
C -4.517736 -3.878108 -8.516190 -0.05 -0.78 -0.75
C -5.229588 -3.162265 -7.414926 -0.09 -0.10 0.66
O -4.296212 -2.187098 -7.002293 -0.23 -0.14 -0.78
C -3.557147 -1.904895 -8.114051 1.70 1.91 -0.34
O -2.852147 -0.941037 -8.227888 -1.00 -1.44 0.12
O -3.724334 -2.850683 -9.085103 -0.10 0.41 0.47
F -5.470573 -3.993404 -6.372707 -0.23 -0.04 0.19
H -3.867509 -4.677913 -8.148912 -0.15 0.10 0.22
H -5.205654 -4.296280 -9.253786 0.16 0.18 -0.04
H -6.159203 -2.674124 -7.723445 -0.02 -0.10 0.19
C 2.056685 -9.725014 1.830311 -0.09 -0.73 -0.77
C 1.350738 -9.008035 2.934804 -0.17 -0.08 0.68
O 2.291198 -8.040759 3.348140 -0.10 -0.09 -0.75
C 3.030196 -7.759645 2.237635 1.47 1.77 -0.36
O 3.741223 -6.799081 2.126678 -0.73 -1.52 0.11
O 2.856191 -8.700810 1.263692 -0.05 0.44 0.49
F 1.105653 -9.840645 3.974859 -0.20 -0.07 0.18
H 2.702263 -10.530156 2.194319 -0.14 0.10 0.22
H 1.365260 -10.136435 1.092236 0.16 0.19 -0.05
H 0.424015 -8.512827 2.629135 0.00 -0.08 0.18


[3]
86
Properties=species:S:1:pos:R:3:forces:R:3 method="wB97M-V/def2-TZVPD" e_tot_ev=-481949.3191 homo_energy_ev=-9.020 orbital_gap_ha=0.2916 lumo_energy_ev=-1.09
C 0.355283 -5.490929 3.134770 0.38 0.92 -1.69
C -0.813861 -4.392853 3.153531 1.79 -3.78 -1.97
C -2.120935 -4.896618 3.697209 -0.41 -0.62 0.15
O -2.282977 -4.040909 4.786043 -2.17 -0.47 0.92
C -1.286818 -3.187617 4.872297 -2.50 0.93 2.34
O -1.305714 -2.297003 5.642624 0.58 1.68 1.36
O -0.379516 -3.459070 4.041953 3.48 1.30 -1.41
H 1.039416 -5.416895 3.980095 -0.80 -0.12 0.60
H 1.079620 -5.275483 2.349268 -0.09 0.63 -0.43
H 0.162056 -6.524291 2.846804 -0.89 0.02 0.62
H -1.053307 -3.905852 2.208236 0.69 -0.16 -0.33
H -2.103799 -5.919713 4.072833 0.02 -0.06 -0.24
H -2.939883 -4.747076 2.993599 -0.04 -0.19 0.05
C -0.230056 1.754384 5.033672 -0.05 0.34 -0.16
C 1.170256 1.287875 5.471942 -2.86 0.29 -1.23
C 1.417240 -0.213064 5.145415 0.24 2.18 0.34
O 2.815524 -0.024973 5.000146 2.93 -1.05 -0.70
C 3.197277 1.266085 4.591077 2.90 -2.24 -0.99
O 4.293676 1.615344 4.166630 -2.17 -1.38 1.02
O 2.176218 2.011010 4.684024 -2.79 1.54 0.66
H -0.491622 2.763968 5.350580 0.08 -0.11 0.49
H -1.005096 1.046996 5.328654 0.12 0.02 0.54
H -0.394541 1.817575 3.958008 0.66 -0.27 -0.24
H 1.395539 1.587107 6.495568 -0.16 -0.55 0.12
H 0.951956 -0.652096 4.262884 0.10 0.79 -0.60
H 1.074642 -0.936971 5.884794 0.82 0.39 0.76
C 1.563612 2.223753 -5.399548 -0.62 0.46 -0.02
C 2.446736 0.960243 -5.296745 0.07 2.97 -1.31
C 2.992192 0.524468 -3.955834 -0.90 0.46 -0.58
O 2.707109 -0.895017 -3.976282 1.23 0.20 0.08
C 2.191456 -1.232641 -5.188337 -3.70 -1.47 0.89
O 1.665861 -2.271440 -5.495656 1.90 -0.42 0.74
O 1.829162 -0.170736 -5.872496 1.25 1.99 -0.84
H 1.833221 2.851617 -6.248783 0.41 -0.35 -0.30
H 1.741174 2.920469 -4.580296 -0.27 -0.29 0.47
H 0.501365 2.086759 -5.601914 -0.12 -0.46 0.69
H 3.240384 1.419693 -5.885926 0.80 -1.47 -0.50
H 2.455822 1.094893 -3.197522 -0.07 -0.79 0.41
H 4.037442 0.812137 -3.842650 0.07 -0.77 -0.11
C 0.649160 6.439544 0.389993 -1.31 -0.88 -1.05
C 0.050145 4.959910 0.463701 2.22 2.33 -0.68
C 0.233023 4.326689 1.809927 0.87 0.60 -0.22
O -0.976980 3.609188 2.001461 1.48 -0.50 0.24
C -1.871528 4.067147 1.137566 -4.85 -0.69 1.08
O -3.068747 3.757583 1.321473 3.83 1.39 -1.76
O -1.323639 4.912036 0.218188 -1.99 -0.39 0.93
H 0.316851 6.763463 -0.596285 -0.18 0.41 0.00
H 1.729908 6.561006 0.317115 0.08 -0.70 0.46
H 0.249365 7.132798 1.130030 -0.07 -0.28 0.12
H 0.467827 4.444483 -0.401170 0.56 -0.49 0.33
H 0.336160 5.081980 2.589022 -0.19 0.01 0.10
H 1.180867 3.790757 1.760056 -0.45 -0.81 0.51
F -3.756479 -6.191733 -2.728075 -1.28 0.05 0.01
C -2.995340 -5.097151 -2.670362 1.75 -0.29 0.91
C -2.831830 -4.413516 -1.462072 -2.36 -1.28 0.58
C -1.808458 -3.573212 -1.238704 2.45 0.90 -2.25
C -0.907466 -3.368258 -2.329408 -0.23 0.11 1.51
C -1.026410 -4.059067 -3.525743 0.54 1.56 1.44
C -2.071870 -4.935191 -3.656174 0.21 0.31 -2.06
H -3.567984 -4.585370 -0.690738 -0.10 -0.28 0.17
H -1.515061 -3.084394 -0.321442 -0.74 0.01 0.19
H -0.131210 -2.658494 -2.084359 0.43 -0.02 -0.59
H -0.298743 -3.884766 -4.304545 -0.09 -0.09 -0.18
H -2.108980 -5.330072 -4.660716 -0.60 -0.93 0.22
F -3.345342 0.612459 -5.546093 -0.18 0.70 1.10
C -3.390250 1.022596 -4.231094 0.16 -0.58 0.67
C -4.501916 0.733416 -3.445191 0.19 -0.52 -0.47
C -4.440222 0.847826 -2.037585 -0.25 0.89 -2.49
C -3.300087 1.376483 -1.524626 1.67 0.26 1.62
C -2.155003 1.762118 -2.284329 -1.91 -1.27 0.44
C -2.228910 1.531643 -3.631624 0.33 -0.35 -0.94
H -5.346130 0.262281 -3.926578 -0.18 0.09 -0.07
H -5.322150 0.675504 -1.438508 0.17 -0.35 0.11
H -3.283193 1.321454 -0.446170 0.46 0.67 0.26
H -1.181188 1.999653 -1.882251 -0.32 0.30 0.44
H -1.282609 1.571198 -4.150610 -0.19 0.23 -0.64
C 4.624362 1.831111 0.358641 0.51 -0.32 0.07
Br 3.308788 3.216903 -0.081054 1.01 -0.52 -0.10
Br 6.228402 2.530824 1.276459 -0.82 -0.30 -1.03
Br 4.986401 0.576704 -1.233386 -0.12 1.27 1.61
H 4.213256 1.193803 1.141542 -0.25 0.11 -0.40
C 1.682160 -0.473130 0.374281 -0.76 1.39 0.59
Br 0.963748 0.352055 -1.199988 -0.43 -0.72 -0.43
Br 0.839647 -2.127122 0.929534 0.63 0.59 -0.36
Br 1.303976 0.961543 1.745937 0.56 -1.29 -0.18
H 2.747563 -0.537811 0.153288 -0.17 -0.40 0.62